Entry 1:
{
  "formula": "C41H59Cl2GeN2O6Ti",
  "method": "ωB97M-V/def2-TZVPD",
  "orbital_gap_ev": [6.27, 7.13],
  "charge": -1,
  "multiplicity": 3,
  "de_lowest_ev": 5.407,
  "total_energy_ha": -6005.27241,
  "species": ["Ti", "C", "C", "C", "C", "C", "C", "C", "C", "C", "C", "C", "C", "N", "C", "C", "N", "C", "C", "C", "C", "C", "C", "C", "C", "C", "C", "C", "C", "H", "H", "H", "H", "H", "H", "H", "H", "H", "H", "H", "H", "H", "H", "H", "H", "H", "H", "H", "H", "H", "H", "H", "H", "H", "H", "H", "H", "H", "H", "H", "H", "H", "H", "H", "H", "Cl", "C", "C", "C", "C", "O", "C", "C", "O", "C", "H", "H", "H", "H", "O", "Cl", "O", "O", "O", "C", "C", "C", "C", "Ge", "C", "C", "C", "C", "H", "H", "H", "H", "H", "H", "H", "H", "H", "H", "H", "H", "H", "H", "H", "H", "H", "H", "H"],
  "positions_angstrom": [[0.075, 0.124, -0.365], [1.278, -3.668, 1.158], [1.249, -4.590, -0.059], [2.660, -5.141, -0.326], [0.664, -4.095, -1.376], [0.111, -5.136, -2.117], [-0.408, -4.951, -3.377], [-0.286, -3.705, -3.951], [0.265, -2.631, -3.270], [0.506, -1.417, -4.151], [1.974, -0.993, -4.105], [-0.454, -0.257, -3.892], [0.673, -2.784, -1.916], [1.049, -1.693, -1.123], [2.290, -1.618, -0.657], [2.707, -0.723, 0.324], [1.924, 0.194, 0.878], [2.366, 0.889, 2.000], [2.429, 2.296, 1.965], [2.924, 2.996, 3.051], [3.352, 2.336, 4.187], [3.239, 0.961, 4.248], [2.740, 0.220, 3.187], [2.544, -1.268, 3.366], [1.798, -1.585, 4.663], [3.878, -2.018, 3.352], [2.006, 3.038, 0.725], [0.967, 4.115, 1.029], [3.228, 3.628, 0.018], [1.094, -4.254, 2.058], [0.521, -2.889, 1.098], [2.256, -3.205, 1.258], [0.623, -5.445, 0.224], [3.346, -4.339, -0.592], [2.649, -5.858, -1.145], [3.047, -5.638, 0.564], [0.087, -6.130, -1.692], [-0.852, -5.774, -3.914], [-0.615, -3.558, -4.969], [0.315, -1.749, -5.181], [2.221, -0.609, -3.123], [2.158, -0.216, -4.846], [2.615, -1.845, -4.331], [-0.470, -0.014, -2.830], [-1.464, -0.529, -4.193], [-0.143, 0.625, -4.454], [3.050, -2.292, -1.063], [3.756, -0.780, 0.629], [2.990, 4.071, 2.991], [3.766, 2.888, 5.020], [3.549, 0.448, 5.147], [1.915, -1.617, 2.546], [2.405, -1.362, 5.536], [1.546, -2.643, 4.685], [0.880, -1.009, 4.709], [4.501, -1.691, 4.183], [4.428, -1.843, 2.430], [3.701, -3.086, 3.453], [1.531, 2.308, 0.066], [1.359, 4.874, 1.703], [0.098, 3.648, 1.486], [0.660, 4.598, 0.103], [3.758, 4.318, 0.672], [2.921, 4.155, -0.882], [3.913, 2.834, -0.270], [1.726, 5.610, -4.799], [1.568, 4.169, -3.834], [2.655, 3.307, -3.753], [2.544, 2.164, -2.976], [1.371, 1.866, -2.281], [1.258, 0.762, -1.586], [0.257, 2.777, -2.357], [-0.883, 2.511, -1.586], [-0.967, 1.538, -0.726], [0.387, 3.929, -3.173], [3.566, 3.520, -4.290], [3.378, 1.485, -2.893], [-1.768, 3.149, -1.688], [-0.442, 4.615, -3.253], [-0.719, -0.119, 3.522], [-0.984, 0.115, 2.151], [-2.371, 0.067, 1.913], [-0.338, -0.915, 1.378], [-0.457, 1.365, 1.764], [-7.488, -0.037, -2.058], [-6.370, 0.327, -1.092], [-5.083, -0.414, -1.454], [-3.929, -0.038, -0.542], [-2.184, -1.079, -0.834], [-2.424, -2.801, 0.243], [-3.655, -3.653, -0.055], [-4.816, -3.348, 0.887], [-6.047, -4.197, 0.579], [-8.406, 0.506, -1.843], [-7.698, -1.102, -1.996], [-7.182, 0.189, -3.076], [-6.664, 0.071, -0.071], [-6.193, 1.404, -1.120], [-4.817, -0.184, -2.488], [-5.264, -1.488, -1.397], [-4.214, -0.180, 0.500], [-3.712, 1.027, -0.654], [-2.627, -1.753, -2.235], [-2.404, -2.551, 1.305], [-1.530, -3.394, 0.043], [-3.407, -4.717, 0.036], [-3.963, -3.480, -1.090], [-5.066, -2.289, 0.810], [-4.499, -3.541, 1.916], [-6.413, -3.992, -0.426], [-6.849, -3.982, 1.285], [-5.803, -5.258, 0.645]],
  "mulliken_charge": [-2.59, -1.28, 0.44, -1.85, 0.48, -0.86, -1.50, -0.62, 0.49, 0.18, -1.26, -0.93, -0.75, 2.69, -1.15, -1.46, 1.81, -0.28, 0.49, -0.37, -1.53, -0.38, 0.35, 2.20, -1.90, -1.75, 1.83, -1.82, -1.74, 0.77, -0.30, 0.23, 0.90, 0.27, 0.45, 0.44, 0.46, 0.39, 0.39, 0.71, -0.27, 0.47, 0.44, -0.24, 0.42, 0.60, 0.38, 0.59, 0.39, 0.37, 0.31, -0.77, 0.43, 0.42, 0.31, 0.40, 0.26, 0.46, -0.81, 0.42, 0.30, 0.40, 0.33, 0.44, 0.36, -0.27, 0.23, -1.01, -0.92, 0.97, 1.03, 1.44, -1.60, 0.04, -1.14, 0.39, 0.50, 0.15, 0.46, -0.85, 2.08, -0.66, -0.78, -0.67, -1.29, -0.42, -0.36, -1.44, 1.96, 0.22, -0.79, 0.03, -1.53, 0.40, 0.28, 0.30, 0.31, 0.33, 0.47, 0.07, 0.48, 0.63, -0.17, 0.40, -0.59, 0.53, 0.21, 0.02, 0.45, 0.30, 0.41, 0.35]
}



Entry 2:
{
  "formula": "C5H10NO2S",
  "method": "ωB97M-V/def2-TZVPD",
  "orbital_gap_ev": [7.13, 7.13],
  "charge": -1,
  "multiplicity": 1,
  "de_lowest_ev": 4.457,
  "smiles": "CC(C)([N-]O)OCC=S",
  "total_energy_ha": -799.83099,
  "species": ["C", "C", "C", "C", "C", "N", "O", "O", "S", "H", "H", "H", "H", "H", "H", "H", "H", "H", "H"],
  "positions_angstrom": [[-0.410, -0.271, -1.796], [-1.325, 0.854, -1.407], [0.539, -0.007, 0.376], [1.830, 0.635, 0.779], [0.404, -1.376, 1.073], [-0.525, 0.872, 0.692], [-1.628, 0.264, 1.415], [0.710, -0.243, -1.030], [-2.937, 0.766, -1.158], [-0.906, -1.210, -1.793], [-0.122, -0.133, -2.846], [-0.875, 1.834, -1.685], [1.782, 0.702, 1.885], [1.808, 1.634, 0.519], [2.813, 0.068, 0.397], [1.108, -1.921, 0.403], [-0.669, -1.406, 1.112], [0.791, -1.420, 2.197], [-2.389, 0.360, 0.865]],
  "nbo_charge": [-0.12, -0.26, 0.32, -0.59, -0.69, -0.32, -0.65, -0.57, -0.32, 0.15, 0.18, 0.18, 0.20, 0.21, 0.18, 0.21, 0.26, 0.19, 0.45]
}



Entry 3:
{
  "formula": "C30H27MoN2O3P2S2",
  "method": "ωB97M-V/def2-TZVPD",
  "orbital_gap_ev": [7.62, 7.17],
  "charge": 1,
  "multiplicity": 3,
  "de_lowest_ev": 0.094,
  "total_energy_ha": -3041.68743,
  "species": ["Mo", "S", "P", "C", "P", "S", "C", "C", "C", "C", "C", "C", "C", "C", "C", "C", "C", "C", "C", "C", "C", "C", "C", "C", "C", "C", "C", "C", "C", "C", "H", "H", "H", "H", "H", "H", "H", "H", "H", "H", "H", "H", "H", "H", "H", "H", "H", "H", "H", "H", "C", "C", "N", "O", "C", "C", "N", "O", "H", "H", "H", "H", "H", "H", "H", "O", "C"],
  "positions_angstrom": [[1.526, 0.524, -1.341], [1.451, -1.931, -1.453], [0.278, -1.533, 0.186], [0.350, 0.166, 0.228], [-0.463, 1.651, 0.418], [0.441, 2.747, -1.063], [-2.232, 1.483, 0.162], [-2.899, 2.141, -0.862], [-4.261, 1.930, -1.041], [-4.945, 1.065, -0.202], [-4.279, 0.409, 0.827], [-2.923, 0.615, 1.011], [-0.192, 2.414, 2.023], [-1.238, 2.942, 2.773], [-0.976, 3.505, 4.015], [0.322, 3.541, 4.502], [1.370, 3.025, 3.747], [1.119, 2.465, 2.508], [-1.386, -2.179, -0.050], [-2.053, -2.828, 0.984], [-3.367, -3.241, 0.803], [-4.011, -2.997, -0.399], [-3.346, -2.343, -1.432], [-2.035, -1.939, -1.261], [0.968, -2.294, 1.651], [1.186, -3.671, 1.681], [1.722, -4.252, 2.815], [2.045, -3.461, 3.913], [1.837, -2.091, 3.879], [1.298, -1.501, 2.744], [-2.361, 2.824, -1.507], [-4.785, 2.447, -1.834], [-6.006, 0.905, -0.345], [-4.816, -0.264, 1.482], [-2.403, 0.104, 1.814], [-2.253, 2.918, 2.399], [-1.788, 3.916, 4.600], [0.522, 3.979, 5.471], [2.384, 3.067, 4.123], [1.941, 2.087, 1.906], [-1.552, -3.016, 1.925], [-3.882, -3.757, 1.602], [-5.033, -3.323, -0.538], [-3.851, -2.160, -2.371], [-1.505, -1.449, -2.070], [0.943, -4.282, 0.819], [1.896, -5.320, 2.845], [2.468, -3.919, 4.798], [2.100, -1.479, 4.730], [1.148, -0.428, 2.702], [2.236, 0.875, -5.815], [2.332, 0.766, -4.336], [1.306, 0.802, -3.560], [0.105, 0.945, -4.210], [3.628, 0.643, -3.609], [4.963, 0.621, -4.261], [3.403, 0.598, -2.357], [4.341, 0.531, -1.381], [1.637, 1.746, -6.084], [1.724, -0.001, -6.217], [3.217, 0.953, -6.272], [-0.489, 1.318, -3.539], [5.021, -0.194, -4.984], [5.740, 0.490, -3.513], [5.139, 1.556, -4.796], [3.833, 0.579, 0.854], [3.395, 0.562, -0.235]],
  "nbo_charge": [0.69, -0.37, 1.52, -1.29, 1.50, -0.41, -0.44, -0.12, -0.22, -0.18, -0.19, -0.19, -0.35, -0.19, -0.21, -0.17, -0.19, -0.21, -0.43, -0.13, -0.23, -0.18, -0.19, -0.18, -0.46, -0.12, -0.22, -0.17, -0.20, -0.16, 0.22, 0.23, 0.23, 0.23, 0.23, 0.23, 0.23, 0.23, 0.23, 0.24, 0.22, 0.23, 0.23, 0.23, 0.22, 0.22, 0.23, 0.23, 0.23, 0.23, -0.68, 0.27, -0.14, -0.51, 0.25, -0.68, -0.13, -0.36, 0.27, 0.26, 0.24, 0.50, 0.25, 0.26, 0.25, -0.52, 0.60]
}



Entry 4:
{
  "formula": "C6H8N",
  "method": "ωB97M-V/def2-TZVPD",
  "orbital_gap_ev": 8.60,
  "charge": 1,
  "multiplicity": 1,
  "de_lowest_ev": 5.167,
  "smiles": "C1=C[C@H]2C[NH2+]C2=C1",
  "total_energy_ha": -287.76635,
  "species": ["C", "C", "C", "C", "C", "C", "N", "H", "H", "H", "H", "H", "H", "H", "H"],
  "positions_angstrom": [[0.692, -1.803, 0.663], [-0.301, -1.530, -0.249], [1.329, -0.548, 1.073], [0.970, 0.351, 0.097], [-0.187, -0.142, -0.808], [-1.286, 1.036, -0.532], [0.072, 1.642, 0.194], [0.892, -2.804, 1.089], [-0.998, -2.312, -0.548], [-0.037, -0.242, -1.896], [-2.144, 0.560, 0.029], [-1.437, 1.664, -1.412], [0.454, 2.172, -0.538], [-0.027, 2.241, 1.070], [2.009, -0.285, 1.767]],
  "nbo_charge": [-0.21, -0.10, -0.13, 0.10, -0.34, -0.18, -0.55, 0.26, 0.24, 0.28, 0.27, 0.24, 0.42, 0.45, 0.24]
}



Entry 5:
{
  "formula": "H10IO5",
  "method": "ωB97M-V/def2-TZVPD",
  "orbital_gap_ev": 8.25,
  "charge": -1,
  "multiplicity": 1,
  "de_lowest_ev": 0.250,
  "total_energy_ha": -680.01240,
  "species": ["I", "O", "H", "H", "O", "H", "H", "O", "H", "H", "O", "H", "H", "O", "H", "H"],
  "positions_angstrom": [[0.642, 0.251, 0.779], [0.202, 3.176, 2.578], [0.919, 3.746, 2.300], [0.518, 2.290, 2.400], [-2.471, -0.416, 2.687], [-2.539, -1.342, 2.452], [-1.638, -0.133, 2.310], [0.187, -1.344, -2.293], [-0.599, -1.583, -2.785], [-0.144, -0.898, -1.514], [0.148, 1.899, -2.427], [0.152, 1.262, -1.713], [1.047, 1.897, -2.756], [1.350, -3.267, -0.543], [1.192, -2.461, -0.051], [1.033, -3.076, -1.426]],
  "nbo_charge": [-0.93, -0.96, 0.45, 0.49, -0.96, 0.46, 0.49, -0.97, 0.46, 0.49, -0.96, 0.49, 0.46, -0.98, 0.49, 0.48]
}



Entry 6:
{
  "formula": "C2H3Cl2F",
  "method": "ωB97M-V/def2-TZVPD",
  "orbital_gap_ev": 11.29,
  "multiplicity": 1,
  "de_lowest_ev": 2.056,
  "total_energy_ha": -1098.18242,
  "species": ["C", "C", "H", "H", "H", "F", "Cl", "Cl"],
  "positions_angstrom": [[-0.582, -0.289, 0.456], [0.696, 0.300, -0.297], [-0.276, -0.692, 1.431], [-1.151, 0.660, 0.826], [1.509, 0.865, 0.389], [0.209, 1.221, -1.172], [-1.591, -0.805, -0.874], [1.186, -1.260, -0.759]],
  "nbo_charge": [-0.48, 0.13, 0.25, 0.21, 0.20, -0.33, 0.01, 0.01]
}



Record-wise largest force on an atom values, in eV/Å: 4.4 3.1 0.3 4.8 1.0 6.6